Entry 1:
5 unconnected molecules or ions with the total composition C52H62F3N8O2 at a distorted geometry, computed with ωB97M-V with the def2-TZVPD basis set.

The geometry in XYZ format:
```
127
C52H62F3N8O2 | the OMol25 dataset | ωB97M-V with the def2-TZVPD basis set
C 2.395 1.149 -1.155
O 3.185 1.815 -0.142
O 2.084 2.039 -2.130
C 2.692 -0.391 -1.353
F 4.021 -0.592 -1.544
F 2.322 -1.209 -0.323
F 2.136 -0.897 -2.451
C 4.520 2.088 -0.550
C 5.280 2.530 0.705
H 6.352 2.576 0.514
H 4.924 3.485 1.084
H 5.177 1.701 1.414
H 4.531 2.930 -1.244
H 5.078 1.249 -0.956
H 1.416 1.088 -0.610
C -4.647 -2.977 0.461
N -3.233 -2.888 0.911
C -2.425 -1.961 0.380
C -1.128 -1.791 0.757
C -0.603 -2.616 1.774
C -1.480 -3.517 2.436
C -2.807 -3.614 1.958
C 0.793 -2.479 2.274
C 1.467 -3.633 2.663
C 2.818 -3.631 2.851
N 3.445 -2.449 2.899
C 2.755 -1.296 2.762
C 1.399 -1.231 2.417
C 4.896 -2.371 3.252
H -4.622 -2.785 -0.609
H -5.172 -2.219 1.036
H -4.927 -4.016 0.609
H -2.803 -1.430 -0.484
H -0.524 -1.025 0.287
H -1.205 -4.132 3.282
H -3.594 -4.239 2.357
H 1.038 -4.566 2.319
H 3.468 -4.492 2.777
H 3.360 -0.408 2.884
H 0.932 -0.277 2.223
H 5.279 -3.380 3.383
H 4.983 -1.771 4.153
H 5.431 -1.946 2.403
C 6.086 4.338 9.125
N 5.555 4.478 7.738
C 4.599 5.391 7.509
C 4.048 5.574 6.248
C 4.315 4.597 5.296
C 5.282 3.619 5.560
C 5.949 3.633 6.770
C 3.711 4.667 3.962
C 2.914 3.624 3.465
C 2.406 3.708 2.190
N 2.661 4.713 1.356
C 3.405 5.757 1.807
C 3.970 5.726 3.067
C 2.045 4.807 0.023
H 7.004 3.765 9.043
H 5.331 3.939 9.797
H 6.301 5.366 9.415
H 4.302 5.992 8.358
H 3.432 6.454 6.136
H 5.629 2.942 4.793
H 6.765 2.944 6.938
H 2.784 2.710 4.026
H 1.883 2.863 1.767
H 3.559 6.566 1.105
H 4.627 6.550 3.312
H 2.753 4.799 -0.801
H 1.272 5.573 0.022
H 1.462 3.900 -0.152
C -6.697 -7.296 1.280
N -5.383 -7.119 0.598
C -5.383 -6.687 -0.681
C -4.222 -6.358 -1.366
C -3.000 -6.397 -0.680
C -3.024 -6.810 0.667
C -4.206 -7.231 1.230
C -1.708 -5.920 -1.312
C -1.358 -6.213 -2.624
C -0.191 -5.717 -3.168
N 0.675 -5.001 -2.435
C 0.458 -4.835 -1.117
C -0.789 -5.131 -0.576
C 1.886 -4.434 -3.110
H -7.258 -6.371 1.394
H -6.579 -7.901 2.175
H -7.320 -7.883 0.603
H -6.343 -6.571 -1.167
H -4.171 -5.788 -2.284
H -2.079 -6.968 1.168
H -4.190 -7.635 2.235
H -2.004 -6.878 -3.185
H 0.075 -5.934 -4.195
H 1.227 -4.248 -0.633
H -0.903 -4.939 0.479
H 1.577 -3.949 -4.031
H 2.673 -5.179 -3.032
H 2.125 -3.570 -2.487
C 0.843 4.402 -3.893
N -0.560 4.046 -4.196
C -0.963 2.757 -4.032
C -2.224 2.404 -4.473
C -3.122 3.395 -4.906
C -2.769 4.700 -4.655
C -1.441 5.017 -4.492
C -4.442 3.059 -5.531
C -5.205 1.939 -5.185
C -6.464 1.764 -5.741
N -7.064 2.727 -6.471
C -6.339 3.808 -6.817
C -5.021 3.934 -6.448
C -8.496 2.549 -6.819
H 1.562 3.654 -4.222
H 1.024 4.456 -2.821
H 0.959 5.352 -4.409
H -0.277 2.051 -3.577
H -2.627 1.404 -4.399
H -3.488 5.508 -4.693
H -1.058 6.024 -4.403
H -4.876 1.183 -4.488
H -6.955 0.805 -5.662
H -6.918 4.466 -7.452
H -4.521 4.805 -6.851
H -8.701 1.511 -7.083
H -8.779 3.130 -7.692
H -9.018 2.700 -5.877
```

Relative energy (zero: lowest compared OMol25 entry of this formula, charge and spin): 88.2 kJ/mol
Orbital gap: 3.68 eV
Net charge: +7

---

Entry 2:
A molecular structure, C19H52F6NiO11P at a distorted geometry, computed with ωB97M-V with the def2-TZVPD basis set.

The geometry in XYZ format:
```
90
C19H52F6NiO11P | the OMol25 dataset | ωB97M-V with the def2-TZVPD basis set
Ni -2.925 -1.017 -2.546
P 0.216 0.560 -1.537
F -0.128 1.794 -2.535
F 0.614 -0.259 -2.914
F 1.811 1.042 -1.246
F 0.491 -0.813 -0.719
F -0.471 1.276 -0.266
F -1.224 -0.217 -1.795
C -0.290 3.390 -5.952
O -0.768 2.180 -6.658
H 0.474 3.977 -6.462
H -1.095 4.081 -5.700
H 0.237 3.030 -5.069
H -1.438 1.697 -6.168
C 1.416 -0.700 -6.591
O 0.561 -0.388 -7.707
H 2.478 -0.575 -6.803
H 1.124 -0.068 -5.753
H 1.168 -1.707 -6.256
H 0.496 -1.280 -8.058
C 0.412 -5.231 -0.882
O 0.097 -3.843 -0.687
H 1.350 -5.410 -1.409
H 0.465 -5.546 0.160
H -0.405 -5.751 -1.383
H 0.884 -3.357 -0.431
C -3.141 -2.847 0.343
O -3.374 -1.670 -0.456
C -3.833 -0.591 0.327
C -4.518 0.423 -0.511
O -3.741 0.672 -1.723
C -3.425 2.073 -1.847
H -4.152 -3.145 0.621
H -2.581 -2.717 1.269
H -2.835 -3.684 -0.284
H -2.987 -0.117 0.825
H -4.573 -0.953 1.041
H -4.772 1.300 0.083
H -5.495 -0.022 -0.697
H -2.706 2.395 -1.095
H -4.372 2.610 -1.776
H -3.083 2.285 -2.860
C 4.248 -3.655 -1.287
O 2.920 -3.175 -1.578
C 2.546 -2.854 -2.914
C 3.281 -1.615 -3.449
O 4.638 -1.899 -3.757
C 5.405 -0.725 -3.927
H 4.220 -4.219 -0.355
H 4.945 -2.820 -1.208
H 4.513 -4.421 -2.015
H 1.480 -2.639 -2.842
H 2.642 -3.747 -3.532
H 3.229 -0.717 -2.834
H 2.827 -1.384 -4.412
H 5.060 -0.114 -4.761
H 6.393 -1.044 -4.256
H 5.625 -0.152 -3.026
C 0.544 -1.315 2.625
O 0.141 -0.769 3.863
C 1.133 0.090 4.568
C 1.976 -0.790 5.450
O 1.137 -1.410 6.415
C 1.844 -2.107 7.445
H -0.204 -1.998 2.224
H 1.445 -1.915 2.755
H 0.819 -0.580 1.868
H 0.628 0.813 5.207
H 1.733 0.776 3.969
H 2.715 -0.124 5.894
H 2.501 -1.498 4.809
H 1.134 -2.525 8.158
H 2.482 -1.503 8.090
H 2.506 -2.907 7.111
C -2.919 6.558 5.816
O -1.981 5.777 5.062
C -2.394 4.378 5.070
C -1.448 3.578 4.248
O -1.702 3.921 2.894
C -1.206 2.979 1.965
H -2.831 6.168 6.830
H -3.925 6.411 5.425
H -2.798 7.637 5.725
H -3.387 4.137 4.689
H -2.333 3.937 6.066
H -1.622 2.532 4.503
H -0.425 3.835 4.520
H -1.668 2.014 2.173
H -0.137 2.885 1.775
H -1.692 3.316 1.050
```

⟨S²⟩: 3.75
Orbital gap (alpha / beta): 7.82 / 7.69 eV
2S+1: 4

---

Entry 3:
A single C6H4O molecule, computed with ωB97M-V with the def2-TZVPD basis set.

The geometry in XYZ format:
```
11
C6H4O | the OMol25 dataset | ωB97M-V with the def2-TZVPD basis set
C -2.990 -1.597 -1.539
C -2.290 -1.180 -0.648
C -1.353 -0.640 0.211
C -0.353 -0.093 0.623
C 0.976 0.409 0.341
C 1.989 1.258 0.972
O 2.134 -0.155 0.918
H -3.588 -1.960 -2.345
H 0.939 0.462 -0.750
H 1.913 1.706 1.959
H 2.623 1.792 0.260
```

Relative energy (zero: lowest compared OMol25 entry of this formula, charge and spin): 382.3 kJ/mol
Orbital gap: 9.97 eV
Structure (SMILES): C#CC#C[C@H]1CO1

---

Entry 4:
A single C7H12O molecule at a distorted geometry, computed with ωB97M-V with the def2-TZVPD basis set.

The geometry in XYZ format:
```
20
C7H12O | the OMol25 dataset | ωB97M-V with the def2-TZVPD basis set
C 2.659 -1.517 1.420
C 1.768 -0.728 0.509
C 0.529 -1.131 0.256
C -0.417 -0.507 -0.761
C -0.340 1.016 -0.846
C -1.682 1.815 -0.756
C -2.738 1.089 0.048
O -3.434 0.217 -0.404
H 3.538 -1.928 0.912
H 3.113 -0.864 2.169
H 2.155 -2.301 1.973
H 2.274 0.048 -0.048
H 0.198 -2.083 0.648
H -0.128 -0.969 -1.717
H -1.398 -0.969 -0.657
H 0.299 1.363 -0.042
H 0.121 1.313 -1.792
H -2.076 1.948 -1.763
H -1.528 2.758 -0.235
H -2.913 1.431 1.086
```

Relative energy (zero: lowest compared OMol25 entry of this formula, charge and spin): 109.0 kJ/mol
Orbital gap: 10.04 eV
Structure (SMILES): C/C=C/CCCC=O

---

Entry 5:
A single C2H3N3S molecule at a distorted geometry, computed with ωB97M-V with the def2-TZVPD basis set.

The geometry in XYZ format:
```
9
C2H3N3S | the OMol25 dataset | ωB97M-V with the def2-TZVPD basis set
C 0.504 -0.453 1.135
N 1.507 -0.016 0.439
N 1.296 0.786 -0.607
C 0.128 0.572 -1.282
N -0.970 0.052 -1.000
S -1.221 -0.488 0.629
H 0.612 -0.988 2.262
H 2.149 1.384 -1.014
H 0.150 0.940 -2.249
```

Relative energy (zero: lowest compared OMol25 entry of this formula, charge and spin): 259.5 kJ/mol
Orbital gap: 8.45 eV
Structure (SMILES): C1=NNC=NS1

---

Number 1: M 888.12 g/mol, total energy -2903.8594 Eh. Number 2: M 660.27 g/mol, total energy -4031.4265 Eh. Number 3: M 92.10 g/mol, total energy -306.0659 Eh. Number 4: M 112.17 g/mol, total energy -349.1071 Eh. Number 5: M 101.13 g/mol, total energy -640.3609 Eh.